ORCA calculation (wB97M-V/def2-TZVPD) on a 2-piece molecular cluster, C4H6FN2 overall at a distorted geometry.

```
13
Properties=species:S:1:pos:R:3:nbo_charge:R:1
C -0.582 0.420 -1.792 -0.06
C 0.376 0.737 -0.857 -0.08
C -0.660 -1.018 -0.124 0.21
C 1.117 0.389 2.046 0.44
N -1.205 -0.731 -1.291 -0.47
N 0.308 -0.196 0.125 -0.43
F 0.536 -0.376 2.830 -0.23
H -0.748 0.679 -2.763 0.24
H 1.038 1.627 -0.661 0.25
H -0.977 -1.876 0.321 0.22
H 2.119 0.081 1.732 0.21
H 0.724 1.478 2.090 0.22
H -2.048 -1.214 -1.656 0.46
```

The calculation puts the HOMO energy at -13.88 eV. The total energy is -9933.7798 eV. The calculation puts the LUMO energy at -5.0436 eV. For the energy above the lowest of the compared OMol25 structures with the same formula, charge and spin, the calculation gives 174.5 kJ/mol. As for the charge: +1. The spin multiplicity is 1.